[1]
{"formula": "C43H62F2LaN6O5SSbSi4", "method": "wB97M-V/def2-TZVPD", "total_charge": -2, "orbital_gap_ev": 6.158, "molar_mass_g_mol": 1186.1, "de_lowest_kj_mol": 231.8, "lumo_ha": 0.149, "homo_energy_ev": -2.117, "max_force_ev_per_a": 4.7, "e_tot_ev": -119957.10207, "species": ["La", "C", "Sb", "C", "C", "C", "C", "C", "C", "N", "Si", "C", "C", "C", "C", "C", "C", "C", "C", "C", "N", "Si", "C", "C", "C", "Si", "C", "C", "C", "H", "H", "H", "H", "H", "H", "H", "H", "H", "H", "H", "H", "H", "H", "H", "H", "H", "H", "H", "H", "H", "H", "H", "H", "H", "H", "H", "H", "H", "H", "H", "H", "H", "H", "H", "H", "H", "H", "F", "C", "C", "C", "C", "C", "F", "C", "C", "C", "C", "C", "C", "N", "H", "H", "H", "H", "H", "H", "O", "H", "H", "O", "H", "H", "O", "N", "O", "O", "S", "C", "N", "C", "Si", "C", "C", "N", "C", "C", "C", "C", "C", "C", "H", "H", "H", "H", "H", "H", "H", "H", "H", "H", "H", "H", "H", "H"], "xyz": [[2.4964, -0.4613, 1.1107], [-4.0834, -2.0084, -0.3117], [-2.2608, -0.8812, -0.6963], [-2.0190, -1.0884, -2.8215], [-1.2922, -2.3138, -2.6199], [-0.7351, -3.2556, -3.5403], [-0.6278, -4.5403, -3.0800], [-0.8641, -4.8629, -1.7033], [-1.0235, -3.8574, -0.8104], [-1.1593, -2.5941, -1.2666], [-2.4149, -0.3317, -4.4001], [-0.9119, 0.2948, -5.3037], [-3.7829, 0.9162, -4.1206], [-3.0858, -1.5753, -5.6688], [-3.5899, 2.0811, 1.5134], [-2.6932, 2.7113, 0.4750], [-3.1752, 3.4788, -0.5940], [-2.3295, 4.0418, -1.4878], [-0.9724, 3.9296, -1.3304], [-0.5653, 3.1996, -0.2446], [-1.3518, 2.5518, 0.6216], [-3.0717, 2.1797, 3.2731], [-1.6076, 3.3460, 3.6743], [-2.6758, 0.4715, 4.0057], [-4.4488, 2.8236, 4.3781], [-5.3833, 2.1742, 1.2216], [-5.9835, 1.6565, -0.5602], [-6.3674, 0.8468, 2.2369], [-6.4429, 3.7043, 1.5887], [-4.3702, -2.8232, -1.0045], [-4.8949, -1.2975, -0.1782], [-3.8152, -2.4283, 0.6878], [-0.4555, -3.0130, -4.5835], [-0.4154, -5.3739, -3.7358], [-0.7127, -5.8980, -1.3490], [-0.9165, -4.0002, 0.2613], [-0.4002, 0.9802, -4.6259], [-1.2391, 0.8463, -6.2283], [-0.1399, -0.4068, -5.5898], [-3.4533, 1.9003, -3.7687], [-4.4476, 0.5395, -3.2730], [-4.5357, 1.0894, -4.8940], [-2.2781, -2.3880, -5.8705], [-3.3678, -1.0804, -6.5694], [-3.9107, -2.2035, -5.2943], [-4.2635, 3.5156, -0.7404], [-2.7736, 4.4808, -2.3962], [-0.2532, 4.3643, -1.9927], [0.4933, 3.1587, 0.0141], [-0.6285, 2.8431, 3.5402], [-1.6763, 3.6890, 4.7274], [-1.5955, 4.2139, 2.9825], [-1.6338, 0.1466, 3.8312], [-3.3111, -0.2904, 3.6172], [-2.8165, 0.4877, 5.0897], [-4.5248, 3.8950, 4.1883], [-4.2795, 2.6879, 5.4437], [-5.4357, 2.4545, 4.1114], [-5.5445, 0.6805, -0.8161], [-5.7488, 2.2495, -1.4321], [-7.0861, 1.5151, -0.5440], [-6.1022, -0.0218, 1.7212], [-7.4222, 1.1865, 2.2725], [-5.9286, 0.7704, 3.2476], [-6.4808, 4.5033, 0.7948], [-5.9212, 4.2077, 2.3685], [-7.4429, 3.4692, 1.9775], [8.2243, -1.2741, 1.2212], [7.1808, -0.5928, 1.7083], [5.9359, -0.6039, 1.1105], [4.9519, 0.1289, 1.7079], [5.1968, 0.9974, 2.8373], [6.4433, 0.9394, 3.2864], [6.8012, 1.6936, 4.3868], [7.4707, 0.1574, 2.8166], [4.0804, 1.7743, 3.3433], [4.2393, 2.9943, 3.9967], [3.1482, 3.6667, 4.5508], [1.9240, 2.9961, 4.5933], [1.7982, 1.8387, 3.8794], [2.8187, 1.2406, 3.2705], [5.8236, -1.1538, 0.1384], [8.4020, 0.2560, 3.3443], [5.1332, 3.5968, 3.9785], [3.2616, 4.6356, 5.0289], [1.0741, 3.4463, 5.0828], [0.8385, 1.3914, 3.8161], [0.9104, -0.3144, -1.0974], [1.4266, 0.0895, -1.7516], [0.5697, -1.1468, -1.5271], [-0.1137, 0.4894, 2.0107], [-0.7380, -0.2201, 1.9839], [-0.3948, 1.1330, 1.3851], [0.5709, -2.3389, 1.3625], [0.8078, -2.6438, 2.5801], [0.1306, -3.5571, 3.1034], [1.7465, -2.1191, 3.1756], [3.5729, 3.6538, -1.7574], [3.0659, 2.5922, -0.5821], [2.6165, 1.8528, 0.1599], [2.3188, -4.8052, -0.7161], [3.7640, -3.5705, -0.2675], [4.2214, -3.5927, 1.6033], [5.2754, -4.2115, -1.2510], [3.5197, -1.8924, -0.7450], [3.5275, -1.4576, -2.0836], [3.9297, -0.1382, -2.4042], [3.8850, 0.3140, -3.6963], [3.4744, -0.5057, -4.7612], [3.0656, -1.8169, -4.4913], [3.0013, -2.2680, -3.1822], [2.2325, -4.9312, -1.8291], [1.3993, -4.5011, -0.3096], [2.5575, -5.8027, -0.2661], [5.1292, -4.1902, 1.6650], [3.5551, -3.9727, 2.3763], [4.4678, -2.5856, 1.9030], [5.5399, -3.5098, -1.9968], [4.9535, -5.1063, -1.7960], [6.1372, -4.4939, -0.6871], [4.2527, 0.5945, -1.6851], [4.2017, 1.3167, -3.8976], [3.4973, -0.0812, -5.7830], [2.7633, -2.4529, -5.3713], [2.5631, -3.2259, -3.0004]]}


[2]
{"formula": "C43H63N5O7PS2Si3Tl", "method": "wB97M-V/def2-TZVPD", "total_charge": -2, "orbital_gap_ev": 6.143, "molar_mass_g_mol": 1145.8, "lumo_ha": 0.133, "homo_energy_ev": -2.528, "max_force_ev_per_a": 1.4, "e_tot_ev": -126683.57235, "species": ["Tl", "C", "Si", "C", "C", "C", "Si", "C", "C", "C", "Si", "C", "C", "C", "C", "C", "C", "C", "N", "H", "H", "H", "H", "H", "H", "H", "H", "H", "H", "H", "H", "H", "H", "H", "H", "H", "H", "H", "H", "H", "H", "H", "H", "H", "H", "H", "H", "O", "C", "O", "C", "C", "C", "C", "C", "C", "O", "N", "O", "O", "N", "O", "O", "H", "H", "S", "C", "C", "N", "C", "S", "C", "N", "C", "C", "C", "C", "C", "C", "P", "C", "C", "C", "C", "C", "C", "C", "C", "C", "C", "C", "C", "H", "H", "H", "H", "H", "H", "H", "H", "H", "H", "H", "H", "H", "H", "H", "H", "H", "H", "H", "H", "H", "H", "H", "H", "H", "H", "H", "H", "H", "H", "H", "H", "H"], "xyz": [[-0.2679, 0.5302, 0.7605], [-5.3537, 0.5983, -0.5205], [-3.4849, 0.2238, -0.6247], [-2.7713, 1.5285, -1.7889], [-3.3999, -1.4211, -1.5699], [-2.7310, 0.1989, 1.0983], [-3.1987, 1.6290, 2.2289], [-3.4757, 3.2687, 1.3252], [-4.8850, 1.2202, 3.0207], [-1.9641, 1.8994, 3.6362], [-2.6755, -1.4646, 1.9747], [-4.3668, -2.3421, 1.6821], [-2.5246, -1.5612, 3.8555], [-1.4675, -2.5817, 1.0218], [-1.3247, -3.9414, 1.2861], [-0.4089, -4.6879, 0.5683], [0.3346, -4.0633, -0.4229], [0.1252, -2.7132, -0.6423], [-0.7459, -1.9963, 0.0636], [-5.8024, 0.5396, -1.5164], [-5.5421, 1.5992, -0.1267], [-5.8744, -0.1157, 0.1217], [-3.4042, 1.6591, -2.6723], [-1.7725, 1.2385, -2.1269], [-2.6797, 2.4998, -1.3021], [-3.7465, -1.2863, -2.5984], [-4.0196, -2.1900, -1.1054], [-2.3760, -1.7916, -1.6074], [-4.3576, 3.2400, 0.6806], [-2.6191, 3.5305, 0.7022], [-3.6107, 4.0795, 2.0451], [-5.6761, 1.2058, 2.2669], [-5.1430, 1.9754, 3.7684], [-4.8749, 0.2447, 3.5109], [-1.0764, 1.2763, 3.5092], [-2.3940, 1.6479, 4.6083], [-1.6336, 2.9385, 3.6777], [-5.1561, -1.6175, 1.4704], [-4.6671, -2.9042, 2.5706], [-4.3238, -3.0423, 0.8457], [-3.3716, -1.0774, 4.3482], [-1.6032, -1.1042, 4.2051], [-2.5053, -2.6112, 4.1576], [-1.9104, -4.3951, 2.0757], [-0.2640, -5.7394, 0.7837], [1.0747, -4.6035, -0.9987], [0.6669, -2.1745, -1.4083], [0.7984, -2.8711, 3.3101], [0.9883, -1.7670, 2.7970], [0.0925, -0.8735, 2.6126], [2.4154, -1.4085, 2.4064], [3.3947, -1.6856, 3.3121], [4.7487, -1.4120, 3.0417], [5.1013, -0.8625, 1.8238], [4.1311, -0.5647, 0.8918], [2.7199, -0.8170, 1.1209], [1.8564, -0.6028, 0.2295], [4.5885, 0.0131, -0.3472], [3.8475, 0.7240, -0.9959], [5.7472, -0.2338, -0.6996], [5.7514, -1.6931, 4.0133], [5.4116, -2.1590, 5.0958], [6.9275, -1.4646, 3.7369], [3.1295, -2.1349, 4.2586], [6.1330, -0.6361, 1.6051], [-0.1586, 3.0812, -0.4638], [0.1013, 3.9525, 1.0087], [-0.5534, 5.2144, 1.0811], [-1.1034, 6.2280, 1.1116], [0.8044, 3.5024, 2.0984], [1.5491, 1.9566, 2.2542], [0.8997, 4.3473, 3.2423], [1.0084, 5.0216, 4.1713], [1.2340, 3.4881, -6.3289], [-0.2612, 3.3151, -6.0789], [-0.6026, 1.8428, -5.7731], [0.5622, 1.1064, -5.0894], [1.2969, 2.1178, -4.1929], [2.0155, 3.1754, -5.0424], [0.0360, -0.2741, -3.9281], [-1.2472, -1.4059, -4.7339], [-2.5467, -0.6678, -5.0693], [-3.7200, -1.6388, -5.3556], [-3.2605, -3.0946, -5.4056], [-2.0515, -3.2291, -6.3303], [-0.8692, -2.3165, -5.9026], [1.5280, -1.4156, -3.9927], [2.5821, -0.9984, -2.9549], [3.7396, -1.9913, -2.9942], [4.5006, -1.8708, -4.3323], [3.6455, -1.1815, -5.4034], [2.2046, -1.6911, -5.3612], [1.4508, 4.5044, -6.6667], [1.5414, 2.8118, -7.1333], [-0.8377, 3.6501, -6.9449], [-0.5478, 3.9448, -5.2329], [-0.8638, 1.3318, -6.7040], [-1.4799, 1.8200, -5.1226], [1.2568, 0.7304, -5.8460], [2.0136, 1.6297, -3.5342], [0.5628, 2.5878, -3.5325], [3.0197, 2.8281, -5.3010], [2.1314, 4.0852, -4.4493], [-1.4508, -2.0428, -3.8623], [-2.3803, -0.0540, -5.9545], [-2.8046, -0.0006, -4.2446], [-4.1727, -1.3847, -6.3187], [-4.4995, -1.5281, -4.5987], [-4.0753, -3.7287, -5.7647], [-3.0039, -3.4408, -4.4019], [-2.3672, -2.9717, -7.3461], [-1.7247, -4.2714, -6.3512], [-0.5580, -1.7017, -6.7520], [-0.0222, -2.9410, -5.6234], [1.0965, -2.3575, -3.6266], [2.1431, -0.9400, -1.9599], [2.9770, -0.0042, -3.1588], [3.3396, -3.0041, -2.8746], [4.4207, -1.8126, -2.1611], [4.7930, -2.8644, -4.6852], [5.4210, -1.3011, -4.1854], [4.0709, -1.3627, -6.3946], [3.6549, -0.1005, -5.2432], [2.2264, -2.7709, -5.5436], [1.6421, -1.2494, -6.1851]]}